Entry 1:
Computed, not measured: an isolated molecule of C18H14N2O3, with ωB97M-V/def2-TZVPD.

Properties
SMILES: O=C(Nc1ncccc1O)c1ccc(Oc2ccccc2)cc1
HOMO-LUMO gap: 6.99 eV

XYZ file:
```
37
C18H14N2O3 ωB97M-V/def2-TZVPD
O -2.665 -2.329 0.086
C -1.953 -1.273 -0.008
N -2.543 0.043 -0.013
C -3.985 0.355 -0.026
N -4.061 1.537 -0.114
C -5.303 2.252 0.081
C -6.544 1.531 0.148
C -6.441 0.299 -0.180
C -5.254 -0.383 -0.143
O -5.203 -1.788 -0.097
H -4.381 -1.926 -0.038
H -7.427 -0.215 -0.197
H -7.370 2.007 -0.139
H -5.177 3.506 0.099
H -2.109 0.748 -0.065
C -0.695 -1.263 0.117
C 0.158 -0.342 -0.484
C 1.465 -0.276 -0.443
C 2.268 -1.211 -0.036
C 1.392 -2.340 0.648
C -0.001 -2.348 0.412
H -0.656 -3.071 1.039
H 1.940 -3.126 0.987
O 3.453 -1.403 0.210
C 4.335 -0.179 -0.214
C 5.599 -0.415 -0.715
C 6.424 0.427 -0.692
C 6.181 1.914 0.017
C 4.896 1.796 0.899
C 4.106 0.747 0.857
H 3.179 0.951 1.326
H 4.736 2.687 1.251
H 6.877 2.612 0.076
H 7.304 0.413 -1.285
H 5.676 -1.400 -1.270
H 2.113 0.789 -0.921
H -0.334 0.674 -1.174
```



Entry 2:
Computed, not measured: a 15-piece molecular cluster, C45H120O15 overall, with ωB97M-V/def2-TZVPD.

Properties
HOMO-LUMO gap: 9.17 eV

XYZ file:
```
180
C45H120O15 ωB97M-V/def2-TZVPD
C 16.285 9.423 13.123
C 17.774 9.717 13.349
C 18.170 10.212 14.726
O 18.556 8.592 13.029
H 15.956 9.281 12.094
H 15.783 10.306 13.520
H 15.881 8.564 13.660
H 18.100 10.470 12.631
H 19.226 10.466 14.634
H 18.023 9.418 15.458
H 17.554 11.063 15.015
H 18.370 7.908 13.676
C 18.910 18.781 11.587
C 18.060 17.921 12.529
C 16.519 18.235 12.321
O 18.365 16.533 12.374
H 18.514 19.795 11.532
H 18.863 18.362 10.581
H 19.981 18.797 11.788
H 18.369 18.172 13.544
H 16.259 19.290 12.413
H 15.807 17.654 12.907
H 16.264 18.066 11.274
H 19.309 16.536 12.552
C 12.061 19.632 18.258
C 11.889 18.821 17.010
C 13.161 18.180 16.459
O 11.016 17.728 17.320
H 12.520 20.580 17.976
H 12.768 19.249 18.994
H 11.174 19.929 18.819
H 11.483 19.459 16.225
H 13.688 17.566 17.188
H 13.833 18.962 16.105
H 12.924 17.542 15.608
H 10.623 17.364 16.523
C 22.477 14.849 14.631
C 21.986 15.035 13.172
C 21.231 13.800 12.764
O 21.161 16.188 13.229
H 21.628 14.583 15.261
H 22.883 15.776 15.034
H 23.230 14.061 14.633
H 22.848 15.181 12.521
H 21.908 12.950 12.840
H 20.781 13.896 11.775
H 20.373 13.619 13.411
H 21.765 16.909 13.424
C 17.693 12.326 19.075
C 16.701 12.842 20.140
C 16.184 14.294 19.936
O 15.612 11.996 20.190
H 17.359 12.408 18.040
H 17.990 11.297 19.276
H 18.620 12.896 19.138
H 17.240 12.687 21.075
H 15.473 14.664 20.674
H 15.848 14.411 18.906
H 17.085 14.890 20.088
H 15.956 11.146 20.474
C 19.112 15.491 9.138
C 17.641 15.720 9.101
C 16.919 15.292 7.856
O 17.058 15.159 10.236
H 19.318 14.420 9.128
H 19.581 15.874 10.044
H 19.572 15.952 8.264
H 17.477 16.785 9.266
H 15.833 15.382 7.885
H 17.034 14.222 7.687
H 17.340 15.858 7.025
H 17.412 15.581 11.021
C 12.583 10.762 17.887
C 14.037 10.725 17.507
C 14.348 10.148 16.143
O 14.479 12.075 17.472
H 12.073 11.334 17.112
H 12.432 11.251 18.849
H 12.149 9.762 17.907
H 14.654 10.196 18.234
H 13.765 10.571 15.325
H 14.212 9.066 16.130
H 15.412 10.317 15.973
H 14.901 12.275 18.311
C 10.949 8.209 13.811
C 10.798 8.416 15.337
C 9.801 9.438 15.629
O 10.390 7.183 15.891
H 10.025 7.803 13.400
H 11.730 7.457 13.697
H 11.230 9.112 13.269
H 11.759 8.685 15.777
H 9.880 9.706 16.682
H 8.752 9.338 15.350
H 10.122 10.305 15.052
H 9.759 6.860 15.243
C 11.203 15.497 10.271
C 11.928 16.836 10.107
C 12.682 17.304 11.400
O 13.009 16.660 9.139
H 11.724 14.806 10.933
H 11.011 15.025 9.307
H 10.258 15.803 10.720
H 11.266 17.649 9.806
H 13.342 16.511 11.749
H 11.928 17.393 12.183
H 13.241 18.237 11.322
H 13.618 16.006 9.491
C 12.510 14.129 20.007
C 12.035 15.139 18.897
C 11.373 14.447 17.746
O 11.114 15.959 19.537
H 12.981 14.701 20.807
H 13.289 13.499 19.578
H 11.744 13.440 20.364
H 12.854 15.787 18.586
H 10.514 13.870 18.090
H 12.083 13.758 17.288
H 10.925 15.050 16.956
H 10.845 16.567 18.844
C 16.490 16.764 16.308
C 17.850 16.488 16.906
C 18.936 16.794 15.955
O 17.984 17.298 18.022
H 16.309 17.746 15.871
H 15.796 16.539 17.118
H 16.183 16.038 15.555
H 17.912 15.463 17.271
H 19.855 16.414 16.403
H 19.113 17.869 15.914
H 18.783 16.425 14.941
H 18.781 17.066 18.504
C 15.741 14.358 13.275
C 14.400 13.761 13.728
C 13.899 14.358 15.038
O 13.491 13.979 12.653
H 15.716 15.432 13.091
H 16.313 13.876 12.482
H 16.398 14.237 14.136
H 14.537 12.698 13.924
H 12.946 13.909 15.316
H 13.660 15.381 14.747
H 14.637 14.201 15.824
H 14.093 13.923 11.907
C 8.712 13.610 14.085
C 10.161 13.272 13.797
C 10.401 12.637 12.422
O 10.839 14.521 13.924
H 8.344 14.326 13.350
H 8.641 14.083 15.064
H 8.018 12.770 14.105
H 10.607 12.636 14.561
H 9.755 11.768 12.294
H 11.446 12.398 12.228
H 10.186 13.433 11.709
H 11.671 14.446 13.451
C 8.609 18.695 15.189
C 8.729 17.314 14.502
C 8.982 17.591 13.014
O 9.933 16.786 14.958
H 9.437 19.384 15.021
H 8.469 18.464 16.245
H 7.743 19.240 14.813
H 7.884 16.655 14.699
H 9.471 16.730 12.558
H 9.537 18.504 12.798
H 8.045 17.553 12.458
H 10.196 16.055 14.393
C 16.237 11.851 9.726
C 14.922 12.560 9.282
C 13.662 11.776 9.340
O 14.823 13.782 10.020
H 16.242 11.558 10.775
H 17.067 12.533 9.539
H 16.475 10.887 9.277
H 15.069 12.963 8.280
H 13.708 11.027 8.549
H 12.767 12.384 9.213
H 13.610 11.285 10.312
H 15.682 14.205 10.078
```



Entry 3:
Computed, not measured: a 2-piece molecular cluster, CH6S2 overall, with ωB97M-V/def2-TZVPD.

Properties
SMILES: SS.C
HOMO-LUMO gap: 8.99 eV

XYZ file:
```
9
CH6S2 ωB97M-V/def2-TZVPD
C 1.485 1.145 -1.147
H 1.140 1.385 -0.129
H 2.546 1.380 -1.307
H 0.917 1.719 -1.885
H 1.362 0.059 -1.132
S -0.974 -1.377 2.192
S -2.054 -2.276 0.724
H -1.647 -0.433 2.878
H -2.775 -1.603 -0.194
```